DFT (wB97M-V/def2-TZVPD) results for a cluster of 20 separate species, C39H66Cl38F7N2O6S in total in a non-equilibrium geometry.

Computed properties:
HOMO energy in eV: -4.65
Net charge: -1
E in hartree: -20670.891730
HOMO-LUMO gap in eV: 6.04

Each line ends with the Löwdin charge.
Atoms and positions in Å:
C (-3.5323, -1.5396, 0.7361)  -0.047
C (-3.4673, -0.6435, -0.0486)  -0.244
C (-3.5216, 0.6310, -0.8110)  -0.178
C (-2.3773, 1.6855, -0.5742)  -0.303
C (-2.8566, 2.9151, -1.4344)  -0.134
C (-1.9214, 4.1268, -1.3901)  -0.179
C (-2.4825, 5.2466, -2.3329)  -0.171
C (-1.3847, 6.2359, -2.7917)  -0.241
N (-2.0476, 7.4497, -3.3997)  0.056
C (-1.3990, 7.8449, -4.5917)  -0.540
C (0.0931, 8.1581, -4.5202)  -0.017
O (-2.0395, 7.9326, -5.6192)  0.030
C (-2.5936, 2.1488, 0.9374)  -0.651
O (-2.3287, 1.3940, 1.8810)  -0.002
O (-3.1123, 3.2896, 1.1379)  -0.066
N (-1.0112, 1.2642, -0.8776)  -0.157
O (-0.3530, 0.5570, 0.1050)  -0.092
C (0.6933, 1.3388, 0.7291)  -0.105
C (0.6751, 2.8430, 0.4159)  -0.282
C (1.3401, 3.1882, -0.9260)  -0.132
C (1.5560, 3.5392, 1.5185)  -0.370
C (2.0700, 4.9301, 1.0801)  -0.155
C (0.6953, 3.7359, 2.8105)  -0.059
S (-0.6905, 0.3659, -2.2781)  0.791
O (0.7274, 0.0826, -2.2314)  -0.265
O (-1.3449, -0.9159, -2.4241)  -0.243
C (-0.8845, 1.2724, -3.8728)  -0.449
F (0.2552, 1.1587, -4.5812)  0.122
F (-1.0285, 2.6026, -3.7293)  0.063
C (-2.0250, 0.7920, -4.8122)  -0.345
F (-3.2403, 0.8844, -4.2555)  0.154
F (-2.0516, 1.6711, -5.8478)  0.125
C (-1.8914, -0.6434, -5.4408)  -0.529
F (-0.7527, -1.2753, -5.2225)  0.181
F (-2.1319, -0.6252, -6.7634)  0.152
F (-2.8651, -1.4101, -4.9262)  0.150
H (-3.7629, -2.3866, 1.4101)  -0.052
H (-4.4477, 1.1785, -0.5901)  0.126
H (-3.5711, 0.3616, -1.8756)  0.079
H (-3.8516, 3.2328, -1.1097)  0.127
H (-3.0107, 2.5232, -2.4572)  0.094
H (-1.8569, 4.5946, -0.4042)  0.112
H (-0.9056, 3.9411, -1.7475)  0.073
H (-2.8726, 4.7528, -3.2440)  0.106
H (-3.3392, 5.7596, -1.8734)  0.119
H (-0.7504, 5.7822, -3.5642)  0.014
H (-0.8310, 6.5839, -1.9062)  0.014
H (-3.0114, 7.2341, -3.6294)  0.111
H (0.4398, 8.4893, -5.5008)  0.085
H (0.6332, 7.2451, -4.2362)  0.037
H (0.2918, 8.8863, -3.7259)  0.058
H (0.5790, 1.2331, 1.8166)  0.124
H (1.6662, 0.8907, 0.4717)  0.119
H (-0.3291, 3.2503, 0.5536)  0.116
H (2.4174, 2.9572, -0.9244)  -0.043
H (1.1634, 4.2224, -1.2432)  0.045
H (0.9192, 2.5728, -1.7338)  0.054
H (2.3849, 2.8816, 1.8255)  0.111
H (2.5218, 5.3926, 1.9669)  0.017
H (2.9006, 4.8172, 0.3739)  -0.041
H (1.2823, 5.5967, 0.7117)  0.063
H (-0.2965, 4.1503, 2.5939)  0.088
H (1.2186, 4.4737, 3.4419)  0.061
H (0.6150, 2.8107, 3.3945)  0.076
C (-2.2564, -4.9059, 2.8884)  -1.019
Cl (-2.5994, -4.0033, 1.3981)  0.619
Cl (-2.2177, -3.8062, 4.2790)  0.505
H (-3.0311, -5.6471, 3.0407)  -0.010
H (-1.2926, -5.3913, 2.7980)  -0.052
C (-0.7830, 5.2572, -7.2404)  -0.965
Cl (0.6943, 5.6071, -8.1542)  0.498
Cl (-0.4195, 4.7512, -5.5896)  0.636
H (-1.3918, 6.1554, -7.2001)  0.012
H (-1.3219, 4.4588, -7.7387)  0.027
C (3.6291, 4.4753, -3.3849)  -1.021
Cl (2.9559, 5.2552, -4.8265)  0.514
Cl (3.4368, 5.4790, -1.9425)  0.574
H (3.1115, 3.5332, -3.2249)  0.026
H (4.6880, 4.2970, -3.5519)  -0.097
C (5.7048, 5.6164, 2.7575)  -1.039
Cl (4.6393, 4.3973, 3.4659)  0.557
Cl (5.0852, 6.2113, 1.2094)  0.535
H (5.7853, 6.4602, 3.4498)  -0.100
H (6.6814, 5.1728, 2.5934)  0.026
C (-1.0171, -7.1501, 6.0430)  -0.987
Cl (-2.6663, -7.3409, 5.4394)  0.508
Cl (0.1912, -7.2504, 4.7553)  0.509
H (-0.9256, -6.1814, 6.5230)  0.027
H (-0.8283, -7.9419, 6.7598)  0.022
C (6.5355, 9.8098, 4.5098)  -0.992
Cl (8.2344, 9.7320, 4.9935)  0.504
Cl (6.1306, 8.5429, 3.3441)  0.599
H (5.9155, 9.6840, 5.3900)  0.028
H (6.3458, 10.7757, 4.0555)  0.025
C (7.1014, 4.1560, -6.0693)  -0.992
Cl (8.4708, 5.1653, -5.5934)  0.509
Cl (6.3715, 3.3487, -4.6749)  0.581
H (6.3503, 4.7816, -6.5388)  0.029
H (7.4478, 3.4009, -6.7657)  0.026
C (2.6409, -4.7884, 3.2669)  -0.997
Cl (0.9437, -4.3926, 3.5408)  0.535
Cl (3.4490, -5.2925, 4.7651)  0.483
H (2.7006, -5.5988, 2.5478)  0.035
H (3.1479, -3.9100, 2.8818)  -0.073
C (-6.2648, -2.7940, -2.0185)  -0.971
Cl (-4.8762, -3.6748, -2.6768)  0.495
Cl (-5.7271, -1.3722, -1.1198)  0.681
H (-6.8965, -2.4805, -2.8432)  0.018
H (-6.8195, -3.4475, -1.3541)  0.023
C (-0.2665, 9.2431, -0.4076)  -0.991
Cl (-1.3607, 8.6871, 0.8618)  0.525
Cl (0.7268, 7.9210, -1.0301)  0.589
H (-0.8553, 9.6482, -1.2245)  0.023
H (0.3851, 10.0076, 0.0005)  0.021
C (5.4847, -2.3077, 3.5940)  -1.019
Cl (4.8960, -2.6693, 1.9650)  0.560
Cl (5.0173, -0.6866, 4.1104)  0.523
H (5.0617, -3.0306, 4.2840)  -0.040
H (6.5667, -2.3793, 3.5963)  0.026
C (6.6789, -6.3528, 7.0480)  -1.020
Cl (6.1831, -4.7577, 6.4722)  0.495
Cl (7.0538, -7.4420, 5.7078)  0.502
H (7.5629, -6.2418, 7.6656)  0.022
H (5.8693, -6.7798, 7.6290)  0.026
C (-2.0058, -6.7427, -1.8431)  -1.000
Cl (-3.7409, -6.5935, -1.5572)  0.461
Cl (-1.1738, -7.5175, -0.4848)  0.478
H (-1.8479, -7.3443, -2.7310)  0.023
H (-1.5926, -5.7498, -1.9877)  0.031
C (-1.3098, -11.5779, 0.2481)  -1.023
Cl (0.0763, -12.4111, -0.4701)  0.494
Cl (-0.8103, -10.1768, 1.1963)  0.477
H (-1.9664, -11.2428, -0.5477)  0.025
H (-1.8342, -12.2699, 0.8973)  0.022
C (6.1248, 2.3018, -0.8724)  -1.010
Cl (4.4030, 2.1388, -0.5075)  0.629
Cl (7.1401, 1.8980, 0.5200)  0.505
H (6.3741, 1.6349, -1.6909)  0.019
H (6.3223, 3.3309, -1.1559)  0.019
C (-4.6955, -10.4515, 6.9784)  -1.045
Cl (-6.3530, -10.6656, 6.3894)  0.500
Cl (-3.5194, -10.5734, 5.6684)  0.497
H (-4.6104, -9.4697, 7.4330)  0.019
H (-4.4886, -11.2225, 7.7123)  -0.058
C (-6.5188, -8.4835, 1.7298)  -1.026
Cl (-5.5911, -7.1008, 1.1471)  0.500
Cl (-7.5475, -9.1627, 0.4597)  0.493
H (-5.8291, -9.2486, 2.0651)  0.021
H (-7.1477, -8.1627, 2.5528)  0.023
C (-0.7720, -3.0561, -8.1909)  -1.049
Cl (0.9107, -3.2754, -7.6995)  0.514
Cl (-1.2494, -4.2352, -9.4222)  0.499
H (-1.4093, -3.1793, -7.3232)  0.016
H (-0.8886, -2.0593, -8.5984)  0.019
C (-6.0824, -11.4561, 10.2540)  -1.009
Cl (-4.7779, -12.5594, 9.7938)  0.536
Cl (-5.4559, -9.8749, 10.7327)  0.516
H (-6.7448, -11.3270, 9.4043)  0.007
H (-6.6245, -11.8863, 11.0883)  0.025

DFT (wB97M-V/def2-TZVPD) results for a structure of composition C39H66ClIrN6O3P2.

Computed properties:
Energy relative to the best compared isomer or geometry (same formula, charge and spin) in eV: 2.099
HOMO energy (spin up / spin down) in eV: -14.13 / -14.75
Net charge: +3
2S+1: 6
E in hartree: -3326.311360
HOMO-LUMO gap (spin up / spin down) in eV: 6.98 / 5.76

Each line ends with the Löwdin spin population.
Atoms and positions in Å:
Ir (0.8139, 0.7823, -0.1271)  2.249
C (4.0399, 1.4961, 1.6923)  0.004
C (3.3108, 0.4077, 2.4872)  0.024
C (4.3137, -0.4885, 3.2137)  0.005
P (2.1528, -0.5135, 1.3918)  0.113
C (1.4616, -1.8513, 2.4434)  0.023
C (1.0080, -1.3648, 3.8234)  0.002
C (0.3685, -2.5997, 1.7010)  0.015
C (3.2320, -1.3321, 0.1726)  0.147
C (4.0152, -2.4319, 0.4320)  0.019
C (4.9401, -2.9388, -0.5056)  0.197
C (5.7968, -4.1253, -0.1894)  0.036
C (5.0761, -2.2791, -1.7463)  -0.010
C (4.3132, -1.1941, -2.0583)  0.131
C (3.3414, -0.6981, -1.1260)  0.074
N (2.5331, 0.3024, -1.4459)  0.469
C (2.5823, 0.8746, -2.7808)  0.027
C (1.9737, 0.1887, -3.8278)  0.017
C (1.3516, -1.1778, -3.6358)  0.004
C (1.9760, 0.7837, -5.0861)  0.000
C (2.5641, 2.0208, -5.3139)  0.009
C (2.5315, 2.6527, -6.6853)  0.002
C (3.1779, 2.6561, -4.2425)  -0.001
C (3.2043, 2.0997, -2.9663)  0.015
C (3.9278, 2.7846, -1.8301)  0.004
H (4.6890, 2.0633, 2.3635)  0.000
H (3.3582, 2.1908, 1.2035)  0.002
H (4.6812, 1.0541, 0.9231)  0.001
H (2.6496, 0.8745, 3.2272)  0.002
H (5.0009, -0.9599, 2.5092)  -0.001
H (3.8481, -1.2664, 3.8224)  0.000
H (4.9167, 0.1285, 3.8835)  0.001
H (2.2642, -2.5753, 2.5970)  0.004
H (0.2445, -0.5864, 3.7579)  0.001
H (1.8442, -0.9626, 4.3962)  0.000
H (0.6099, -2.2077, 4.3937)  0.000
H (-1.0570, -1.6145, 0.5419)  0.003
H (0.1042, -3.4945, 2.2568)  0.002
H (0.6944, -2.8940, 0.7021)  0.002
H (3.9571, -2.9326, 1.3923)  -0.002
H (5.5431, -4.5725, 0.7692)  0.000
H (6.8507, -3.8340, -0.1650)  0.013
H (5.7033, -4.8873, -0.9671)  0.011
H (5.8017, -2.6484, -2.4636)  -0.003
H (4.4147, -0.6958, -3.0149)  0.005
H (0.9135, -1.2997, -2.6431)  0.000
H (2.0932, -1.9724, -3.7630)  0.002
H (0.5704, -1.3525, -4.3768)  0.000
H (1.5121, 0.2543, -5.9154)  0.000
H (2.7374, 1.9186, -7.4635)  0.000
H (3.2610, 3.4556, -6.7719)  0.000
H (1.5468, 3.0760, -6.8923)  0.001
H (3.6719, 3.6100, -4.4031)  0.000
H (4.3772, 3.7181, -2.1646)  0.000
H (4.7303, 2.1556, -1.4331)  0.000
H (3.2508, 3.0156, -1.0043)  0.002
N (0.1661, 3.4355, 3.3032)  0.001
C (-1.2795, 3.1022, 3.5240)  0.000
P (-1.9761, 1.9146, 2.3119)  0.006
O (-2.5903, 2.6651, 1.1694)  0.002
O (-0.9883, 0.7987, 2.1288)  0.046
C (-3.5078, 1.3020, 3.1683)  0.005
N (-4.6564, 2.0874, 2.5691)  0.001
H (0.4276, 3.3971, 2.2737)  0.003
H (0.7731, 2.7689, 3.7755)  0.000
H (0.3918, 4.3649, 3.6563)  0.000
H (-1.8548, 4.0228, 3.4408)  0.000
H (-1.3949, 2.7069, 4.5327)  0.000
H (-3.5149, 1.3711, 4.2538)  0.000
H (-3.6398, 0.2619, 2.8805)  0.006
H (-4.2321, 2.4915, 1.6999)  0.000
H (-4.9717, 2.8501, 3.1653)  0.000
H (-5.4670, 1.5125, 2.3510)  0.000
C (-4.4924, -2.8158, 1.4232)  0.014
N (-3.0945, -2.6264, 1.0345)  0.163
C (-2.7216, -3.3361, -0.2004)  0.031
C (-2.1867, -2.4553, 2.0617)  0.463
N (-0.9111, -1.8101, 1.5365)  0.053
N (-2.0368, -3.3270, 3.1147)  0.153
C (-2.5521, -4.6954, 2.9839)  0.018
C (-2.0921, -2.8047, 4.4847)  0.026
H (-5.1467, -2.3138, 0.7097)  0.005
H (-4.6590, -2.3899, 2.4108)  0.002
H (-4.7729, -3.8723, 1.4416)  0.001
H (-3.0678, -4.3729, -0.1714)  0.008
H (-1.6378, -3.3582, -0.3340)  0.001
H (-3.1696, -2.8643, -1.0759)  -0.001
H (-0.8346, -0.8610, 1.9358)  0.014
H (-2.3722, -5.0775, 1.9816)  0.001
H (-3.6192, -4.7610, 3.2118)  0.002
H (-2.0215, -5.3367, 3.6888)  0.007
H (-1.8072, -1.7528, 4.4898)  0.005
H (-1.4168, -3.3587, 5.1388)  -0.001
H (-3.1053, -2.8911, 4.8917)  0.005
C (-4.9086, 4.4962, -2.8061)  0.000
C (-4.0942, 3.2555, -2.5650)  0.001
C (-2.6989, 3.3085, -2.5770)  0.002
C (-1.9306, 2.1828, -2.3792)  0.002
C (-0.4532, 2.2650, -2.6190)  0.037
C (-2.5746, 0.9501, -2.1256)  0.002
C (-1.9050, -0.2615, -1.7094)  0.012
O (-0.8900, -0.4231, -0.9994)  0.087
C (-3.9829, 0.8551, -2.2074)  0.001
C (-4.7265, -0.4564, -2.0636)  0.001
C (-4.7124, 2.0175, -2.3977)  0.001
H (-4.3761, 5.3914, -2.4892)  0.000
H (-5.8686, 4.4498, -2.2944)  0.000
H (-5.1202, 4.6048, -3.8731)  0.000
H (-2.2050, 4.2528, -2.7837)  0.000
H (-0.0787, 3.2812, -2.5373)  0.001
H (-0.1929, 1.8693, -3.6033)  0.002
H (0.1064, 1.6409, -1.9208)  0.014
H (-2.4025, -1.1901, -1.9967)  0.003
H (-4.3081, -1.2445, -2.6928)  0.000
H (-5.7640, -0.3265, -2.3631)  0.000
H (-4.7252, -0.8140, -1.0307)  0.000
H (-5.7951, 1.9555, -2.4479)  0.000
Cl (0.8504, 3.1541, 0.4329)  0.174